Molecular formula: C20H12Br2FeN4O5SSbSe4
Method: DFT, ωB97M-V with the def2-TZVPD basis set

Computed properties:
HOMO energy (alpha / beta) in eV: -1.2 / -1.2
Energy in Ha: -18020.7013
Kohn-Sham gap (alpha / beta) in eV: 3.36 / 3.34

Geometry as ORCA input:
```
! RIJCOSX wB97M-V def2-TZVPD def2/J DEFGRID3
* xyz -2 6
Sb 3.384 1.907 -3.768
Br -3.435 -2.054 6.074
Br -6.558 -1.684 -1.108
Se 5.033 3.398 -2.694
Se 3.004 2.509 -6.119
Se 1.123 2.404 -2.522
Se 4.102 -0.420 -3.432
Fe -0.454 0.268 0.266
S 0.633 0.098 -4.690
O 1.284 3.716 1.642
O 5.486 0.808 0.425
O 0.150 -1.823 0.418
O 2.009 -3.087 0.324
O -0.252 2.302 0.803
N -0.109 -0.168 -2.140
N -1.258 -0.250 2.388
N 1.441 0.362 0.659
N -2.430 0.126 0.016
C -3.110 -0.603 0.937
C 0.381 -1.321 -2.570
C -2.526 -1.357 4.549
C 1.423 -2.013 0.407
C -0.650 -0.343 3.555
C 2.226 -0.709 0.531
C -3.039 0.449 -1.123
C 0.936 2.655 1.147
C -3.179 -1.291 3.346
C -4.341 -1.181 0.593
C -4.913 -0.872 -0.612
C 0.009 0.844 -3.141
C -1.227 -0.894 4.688
C 0.825 -1.390 -3.875
C 3.337 1.759 0.868
C 1.981 1.557 0.894
C 3.596 -0.605 0.501
C -2.506 -0.734 2.248
C -4.295 0.014 -1.488
C 4.169 0.669 0.588
H 4.199 -1.487 0.343
H -4.755 0.322 -2.414
H -0.926 1.356 -3.382
H 1.257 -2.237 -4.379
H -0.702 -0.958 5.628
H 5.674 1.729 0.162
H -4.193 -1.646 3.246
H 0.403 -2.155 -1.882
H -4.813 -1.879 1.267
H 3.729 2.755 1.011
H -2.482 1.104 -1.780
H 0.360 0.051 3.593
*
```

***

Molecular formula: C20H12Cl5IMnN2O2Te4
Method: DFT, ωB97M-V with the def2-TZVPD basis set

Computed properties:
Energy relative to the best compared isomer or geometry (same formula, charge and spin) in kcal per mole: 0.0
HOMO energy (alpha / beta) in eV: -0.9 / -0.9
Energy in Ha: -5851.0563
Kohn-Sham gap (alpha / beta) in eV: 4.26 / 4.28

Geometry as ORCA input:
```
! RIJCOSX wB97M-V def2-TZVPD def2/J DEFGRID3
* xyz -2 2
I -2.641 0.711 -0.748
Te -1.865 3.886 -0.053
Te -3.665 3.753 -2.252
Te -3.364 6.517 -1.446
Te -4.739 8.261 -3.001
Mn -0.821 1.757 0.725
Cl 1.239 1.285 1.784
Cl -1.098 -3.183 3.905
Cl -3.839 -1.709 4.097
Cl 1.378 -1.690 2.710
Cl -4.094 1.258 3.179
O 0.309 1.673 -1.206
O 5.155 -1.712 -0.639
N -0.110 -0.860 -0.502
N 3.757 1.995 -2.021
C -1.497 1.173 2.513
C -3.213 -3.485 0.472
C 1.988 -0.055 -1.268
C -0.157 -0.905 2.800
C 2.050 3.704 -1.935
C -1.249 -1.562 3.334
C 4.175 0.716 -1.906
C -1.915 -3.977 0.459
C -2.392 -1.336 -0.196
C -0.345 0.422 2.405
C -0.852 -3.154 0.119
C -2.560 0.443 3.048
C 3.983 -1.695 -1.462
C 2.500 2.279 -1.786
C -2.470 -0.879 3.447
C 1.071 -1.113 -0.910
C -1.076 -1.817 -0.214
C 1.509 1.292 -1.389
C -3.453 -2.156 0.140
C 3.354 -0.322 -1.549
H 2.533 4.150 -2.805
H -4.460 -1.760 0.145
H -1.725 -5.006 0.742
H 0.968 3.763 -2.030
H 5.226 0.534 -2.103
H 4.320 -2.023 -2.447
H 3.278 -2.443 -1.096
H 2.336 4.289 -1.057
H -4.038 -4.132 0.743
H 4.945 -1.198 0.148
H 1.406 -2.150 -1.032
H 0.160 -3.542 0.137
*
```

***

Molecular formula: C20H12ClF5IN2O3Rh
Method: DFT, ωB97M-V with the def2-TZVPD basis set

Computed properties:
Energy relative to the best compared isomer or geometry (same formula, charge and spin) in kcal per mole: 1.2
HOMO energy in eV: -8.5
Energy in Ha: -2472.3046
Kohn-Sham gap in eV: 6.85

Geometry as ORCA input:
```
! RIJCOSX wB97M-V def2-TZVPD def2/J DEFGRID3
* xyz 0 1
I -1.087 -2.627 -0.742
Rh 0.406 -0.701 0.259
Cl 1.117 -0.192 -1.802
F 2.716 -2.901 -1.512
F 1.104 -3.638 2.862
F 1.282 -6.297 2.470
F 2.859 -5.555 -1.897
F 2.153 -7.283 0.087
O 1.862 -1.872 0.940
O -1.222 4.006 -2.195
O 1.470 0.731 1.042
N -1.166 0.546 -0.084
N 2.448 4.107 0.738
C 1.392 4.641 0.081
C 3.612 2.244 1.759
C -2.480 0.039 -0.328
C 2.440 2.840 1.047
C -2.687 -1.282 -0.718
C -0.853 4.630 -0.970
C -5.052 -0.941 -0.908
C -3.616 0.836 -0.159
C -4.879 0.358 -0.455
C 1.561 -4.093 1.689
C 0.277 3.934 -0.260
C 1.642 -5.458 1.495
C -3.948 -1.768 -1.021
C 2.434 -5.084 -0.722
C -0.969 1.820 -0.219
C 2.080 -5.964 0.283
C 2.360 -3.716 -0.514
C 0.230 2.546 0.061
C 1.339 1.977 0.704
C 1.922 -3.169 0.699
H -5.735 1.004 -0.315
H -1.795 2.414 -0.588
H 4.359 3.015 1.925
H -6.037 -1.320 -1.140
H 4.037 1.427 1.174
H -4.069 -2.798 -1.331
H -1.761 4.632 -0.361
H -3.518 1.837 0.235
H -0.576 5.676 -1.128
H 1.472 5.693 -0.166
H -0.429 3.894 -2.730
H 3.305 1.812 2.713
*
```